Entry from the OMol25 dataset: a structure of composition C24H17HfNO9S6 at a distorted geometry (wB97M-V/def2-TZVPD).

```
58
C24H17HfNO9S6 | the OMol25 dataset | wB97M-V/def2-TZVPD
Hf 0.46 0.23 -0.89
O 2.94 -3.53 -0.88
S 2.17 -2.62 -1.69
O 1.51 -3.16 -2.84
O 1.27 -1.81 -0.80
C 3.34 -1.41 -2.36
C 4.67 -1.64 -2.04
C 5.68 -0.84 -2.57
C 5.36 0.19 -3.43
C 4.03 0.44 -3.73
C 3.02 -0.34 -3.21
S 1.39 0.33 -3.54
O 1.29 0.60 -4.94
O 1.30 1.48 -2.60
O 0.41 -0.62 -2.96
H 4.89 -2.45 -1.37
H 6.71 -1.04 -2.29
H 6.14 0.82 -3.84
H 3.77 1.27 -4.38
O 3.92 -0.48 1.17
C 2.79 -0.14 0.88
O 2.44 0.51 -0.19
C 1.65 -0.40 1.86
C 1.97 -0.84 3.16
C 0.97 -0.89 4.08
C -0.33 -0.45 3.73
C -1.38 -0.37 4.68
C -2.60 0.11 4.31
C -2.83 0.49 2.97
C -1.86 0.39 2.03
C -0.57 -0.07 2.39
N 0.44 -0.09 1.47
H 2.99 -1.12 3.36
H 1.15 -1.23 5.09
H -1.17 -0.68 5.69
H -3.40 0.17 5.04
H -3.82 0.84 2.68
H -2.05 0.66 1.00
S 0.32 2.67 0.16
C -1.12 3.43 -0.47
C -1.35 4.79 -0.23
C -2.48 5.43 -0.69
C -3.44 4.71 -1.41
C -3.23 3.36 -1.65
C -2.09 2.70 -1.18
S -1.93 0.98 -1.50
H -0.60 5.34 0.32
H -2.62 6.48 -0.50
H -4.33 5.19 -1.78
H -3.97 2.79 -2.20
C -4.86 -4.43 0.64
O -3.75 -3.79 0.03
C -2.93 -2.99 0.77
S -3.22 -2.81 2.43
S -1.63 -2.42 -0.13
H -5.30 -5.05 -0.14
H -5.58 -3.70 1.00
H -4.54 -5.04 1.49
```

## Properties
total charge	-2
LUMO level	4.4	eV
E_HOMO	-0.07323	Ha
gap between HOMO and LUMO	6.37	eV
relative energy (zero: lowest compared OMol25 entry of this formula, charge and spin)	5.72	kcal/mol

Entry from the OMol25 dataset: a structure of composition C24H18AlN4O3Se2 (wB97M-V/def2-TZVPD).

```
52
C24H18AlN4O3Se2 | the OMol25 dataset | wB97M-V/def2-TZVPD
Al 0.02 -0.60 0.62
O -0.41 4.36 -1.05
C 0.49 4.38 -0.06
C 1.21 5.57 0.13
C 2.17 5.66 1.11
C 2.43 4.57 1.95
C 1.72 3.40 1.78
C 0.75 3.28 0.78
C 0.07 2.00 0.61
O 0.40 1.00 1.40
N -0.81 1.83 -0.35
N -1.26 0.52 -0.31
C -2.51 0.26 -0.50
C -3.10 -0.98 -0.08
C -4.41 -1.29 -0.48
C -5.08 -2.36 0.06
C -4.46 -3.15 1.03
C -3.18 -2.86 1.45
C -2.47 -1.78 0.92
O -1.25 -1.52 1.36
H -0.80 3.47 -1.11
H 0.99 6.40 -0.52
H 2.72 6.58 1.24
H 3.17 4.65 2.73
H 1.90 2.56 2.43
H -3.16 1.04 -0.90
H -4.89 -0.66 -1.22
H -6.09 -2.58 -0.26
H -4.99 -3.98 1.47
H -2.69 -3.46 2.21
Se 2.50 -3.36 1.16
Se 2.18 -1.22 1.94
C 2.71 -0.20 0.39
C 3.91 0.48 0.29
C 4.09 1.31 -0.81
C 3.10 1.41 -1.76
C 1.93 0.69 -1.58
N 1.74 -0.10 -0.52
C 0.96 -3.57 0.04
C 0.60 -4.87 -0.29
C -0.40 -5.07 -1.22
C -1.01 -3.96 -1.80
C -0.62 -2.71 -1.38
N 0.34 -2.51 -0.47
H 4.66 0.38 1.06
H 5.01 1.89 -0.90
H 3.21 2.05 -2.62
H 1.11 0.74 -2.29
H 1.10 -5.71 0.18
H -0.71 -6.07 -1.49
H -1.78 -4.07 -2.56
H -1.08 -1.82 -1.79
```

## Properties
total charge	+1
LUMO level	-3.6	eV
E_HOMO	-0.39448	Ha
gap between HOMO and LUMO	7.12	eV

Entry from the OMol25 dataset: a structure of composition C24H18F5IrN3O2SSe at a distorted geometry (wB97M-V/def2-TZVPD).

```
55
C24H18F5IrN3O2SSe | the OMol25 dataset | wB97M-V/def2-TZVPD
Ir -6.84 -17.46 3.15
C -10.05 -19.19 0.87
C -10.59 -18.18 1.87
C -11.96 -18.16 2.09
C -12.56 -17.26 2.95
C -11.75 -16.34 3.62
C -10.39 -16.32 3.43
C -9.52 -15.31 4.09
C -9.80 -17.26 2.56
N -8.50 -17.39 2.28
H -10.78 -19.70 0.29
H -9.53 -20.00 1.40
H -9.29 -18.76 0.20
H -12.65 -18.91 1.58
H -13.63 -17.14 2.98
H -12.16 -15.62 4.37
H -10.18 -14.59 4.63
H -8.76 -14.86 3.39
H -8.93 -15.80 4.85
O -7.15 -17.86 11.36
C -7.50 -18.69 10.32
O -8.17 -19.66 10.48
C -7.00 -18.18 9.01
C -7.75 -18.52 7.86
C -7.29 -18.25 6.60
C -6.04 -17.64 6.46
S -5.23 -17.42 4.88
C -5.22 -17.38 7.60
C -5.74 -17.60 8.85
H -6.59 -17.16 10.99
H -8.63 -18.99 8.08
H -7.78 -18.56 5.68
H -4.25 -16.86 7.40
H -5.13 -17.50 9.73
N -4.84 -19.85 2.53
C -4.62 -21.06 1.96
C -5.67 -21.23 1.06
C -6.41 -20.06 1.14
N -5.92 -19.20 2.03
H -4.35 -19.48 3.32
H -3.86 -21.67 2.28
H -5.87 -22.04 0.37
H -7.28 -19.85 0.54
F -1.88 -13.74 6.05
C -2.74 -14.04 5.03
C -2.20 -14.54 3.88
F -0.85 -14.77 3.76
C -3.03 -14.96 2.86
F -2.50 -15.55 1.81
C -4.41 -14.80 2.96
Se -5.62 -15.67 1.72
C -4.88 -14.10 4.08
F -6.19 -13.84 4.19
C -4.06 -13.73 5.12
F -4.53 -12.98 6.14
```

## Properties
total charge	-1
LUMO level (alpha / beta)	2.5 / 1.9	eV
spin multiplicity	5
E_HOMO (alpha / beta)	-0.13233 / -0.16080	Ha
gap between HOMO and LUMO (alpha / beta)	6.06 / 6.28	eV
⟨S²⟩	6.04
relative energy (zero: lowest compared OMol25 entry of this formula, charge and spin)	3.03	kcal/mol

Entry from the OMol25 dataset: a structure of composition C24H18HgN3O4 at a distorted geometry (wB97M-V/def2-TZVPD).

```
50
C24H18HgN3O4 | the OMol25 dataset | wB97M-V/def2-TZVPD
Hg -0.03 0.35 -0.60
O 1.52 1.98 0.32
C 2.76 1.96 0.54
C 3.28 2.38 1.80
C 4.62 2.51 2.05
C 5.56 2.23 1.05
C 5.12 1.78 -0.17
C 3.75 1.59 -0.44
C 3.40 0.96 -1.67
N 2.25 0.50 -2.01
C 2.18 -0.17 -3.27
C 0.81 0.04 -3.93
N -0.24 -0.46 -3.10
C -0.85 -1.53 -3.50
C -1.95 -2.18 -2.90
C -2.56 -3.24 -3.59
C -3.68 -3.88 -3.12
C -4.22 -3.49 -1.89
C -3.62 -2.49 -1.16
C -2.47 -1.78 -1.62
O -1.99 -0.85 -0.90
H 2.57 2.60 2.58
H 4.97 2.81 3.03
H 6.62 2.36 1.25
H 5.83 1.54 -0.95
H 4.25 0.83 -2.37
H 2.30 -1.25 -3.10
H 2.98 0.16 -3.96
H 0.83 -0.46 -4.92
H 0.65 1.12 -4.08
H -0.51 -1.99 -4.45
H -2.13 -3.54 -4.54
H -4.16 -4.67 -3.69
H -5.11 -3.97 -1.51
H -4.02 -2.19 -0.20
O 0.58 -1.19 2.70
C -0.31 -0.35 2.55
N -0.62 0.29 1.38
C -1.64 1.19 1.53
O -2.04 1.90 0.60
C -2.09 1.11 2.92
C -3.09 1.75 3.63
C -3.27 1.43 4.96
C -2.44 0.50 5.60
C -1.42 -0.14 4.90
C -1.25 0.16 3.56
H -3.73 2.47 3.13
H -4.06 1.92 5.53
H -2.60 0.27 6.65
H -0.77 -0.86 5.39
```

## Properties
total charge	-2
LUMO level (alpha / beta)	4.7 / 4.7	eV
spin multiplicity	2
E_HOMO (alpha / beta)	0.05850 / -0.07138	Ha
gap between HOMO and LUMO (alpha / beta)	3.11 / 6.64	eV
⟨S²⟩	0.77
relative energy (zero: lowest compared OMol25 entry of this formula, charge and spin)	29.15	kcal/mol

| no. | molecular weight (Da) |
| --- | --- |
| 1 | 834.290 |
| 2 | 595.335 |
| 3 | 778.661 |
| 4 | 613.015 |